(1)
Entry from the Open Molecules 2025 dataset: a 9-piece molecular cluster, C56H131N9O9 overall at a distorted geometry (the ωB97M-V functional and the def2-TZVPD basis).

Structure (ORCA input):
```
! RIJCOSX wB97M-V def2-TZVPD def2/J DEFGRID3
* xyz 0 1
C 11.218 9.305 13.141
C 10.844 10.434 12.170
C 11.124 10.005 10.825
C 9.403 10.724 12.572
C 8.910 11.943 11.864
C 9.830 13.120 12.344
C 11.270 12.940 12.031
C 11.648 13.134 10.558
C 11.971 13.967 12.901
N 11.624 11.629 12.601
O 12.994 11.476 12.286
H 11.387 9.651 14.141
H 10.339 8.653 13.063
H 12.122 8.783 12.805
H 10.365 10.525 10.203
H 12.151 10.215 10.569
H 10.984 8.933 10.675
H 8.906 9.880 12.133
H 9.286 10.839 13.651
H 9.060 11.786 10.791
H 7.808 12.085 12.032
H 9.677 13.278 13.402
H 9.438 14.021 11.827
H 10.853 12.731 9.921
H 12.614 12.574 10.398
H 11.782 14.184 10.253
H 13.049 14.039 12.667
H 11.736 13.621 13.973
H 11.463 14.898 12.667
H 13.399 11.082 13.075
C 17.795 15.056 9.612
C 18.367 15.540 10.914
C 19.643 16.332 10.652
C 17.467 16.589 11.606
C 16.234 15.894 12.266
C 16.721 14.745 13.206
C 17.620 13.725 12.489
C 18.293 12.789 13.573
C 16.846 12.826 11.516
N 18.741 14.487 11.880
O 19.641 13.539 11.227
H 17.941 15.780 8.818
H 18.275 14.148 9.330
H 16.719 14.901 9.704
H 19.402 17.355 10.316
H 20.174 16.336 11.596
H 20.181 15.829 9.865
H 18.029 16.947 12.407
H 17.211 17.283 10.818
H 15.616 16.590 12.798
H 15.560 15.543 11.497
H 15.830 14.236 13.590
H 17.312 15.184 14.065
H 18.987 13.292 14.248
H 18.914 12.045 13.031
H 17.489 12.302 14.184
H 17.435 12.090 11.006
H 16.239 13.353 10.839
H 16.115 12.275 12.155
H 20.486 13.558 11.672
C 17.509 19.261 13.674
C 16.673 20.493 14.034
C 16.121 20.174 15.447
C 17.422 21.808 13.926
C 16.499 23.020 14.145
C 15.340 22.916 13.105
C 14.526 21.637 12.902
C 13.475 21.525 14.040
C 13.768 21.458 11.576
N 15.564 20.556 12.971
O 14.875 19.273 13.036
H 17.031 18.347 13.822
H 17.733 19.287 12.561
H 18.470 19.318 14.132
H 16.980 19.941 16.094
H 15.658 20.993 15.858
H 15.514 19.325 15.312
H 18.188 21.746 14.677
H 17.922 21.900 12.973
H 16.097 22.967 15.163
H 17.056 23.950 14.103
H 15.719 23.247 12.169
H 14.705 23.737 13.380
H 13.107 20.486 14.037
H 12.637 22.156 13.725
H 13.835 21.678 15.044
H 13.211 20.542 11.725
H 14.536 21.255 10.805
H 13.039 22.272 11.464
H 15.019 18.723 12.251
C 10.745 19.359 11.938
C 10.169 19.492 10.550
C 10.069 20.962 10.108
C 11.111 18.750 9.588
C 11.048 17.282 9.895
C 9.613 16.864 9.596
C 8.629 17.498 10.545
C 7.136 17.210 10.083
C 8.758 16.868 11.934
N 8.817 18.930 10.446
O 8.105 19.644 11.440
H 10.718 18.374 12.448
H 11.750 19.670 11.958
H 10.183 20.020 12.599
H 11.022 21.536 10.068
H 9.514 20.993 9.166
H 9.540 21.559 10.828
H 10.642 18.957 8.615
H 12.158 19.071 9.616
H 11.721 16.703 9.163
H 11.300 16.976 10.934
H 9.534 15.772 9.592
H 9.372 17.110 8.582
H 6.894 17.618 9.135
H 6.447 17.532 10.810
H 7.061 16.120 10.067
H 9.745 16.482 12.064
H 8.069 16.064 11.927
H 8.498 17.539 12.782
H 7.327 20.024 10.983
C 21.692 17.437 17.366
O 21.210 17.038 18.610
C 21.070 18.179 19.493
C 20.590 17.748 20.873
C 20.675 18.835 21.941
N 21.442 16.571 21.196
H 22.375 18.285 17.406
H 20.914 17.702 16.656
H 22.298 16.605 16.963
H 22.019 18.718 19.476
H 20.339 18.859 19.060
H 19.555 17.412 20.774
H 21.698 19.258 22.053
H 20.426 18.438 22.913
H 19.975 19.644 21.767
H 22.428 16.828 21.408
H 21.459 15.940 20.435
C 13.518 14.840 18.616
O 12.187 15.027 18.251
C 11.345 15.551 19.220
C 11.128 17.034 18.986
C 12.324 17.884 19.383
N 9.953 17.530 19.758
H 13.579 13.918 19.146
H 13.884 15.683 19.264
H 14.075 14.671 17.701
H 10.407 14.979 19.191
H 11.855 15.497 20.208
H 10.977 17.148 17.913
H 11.981 18.882 19.605
H 13.078 17.895 18.643
H 12.554 17.508 20.393
H 9.213 16.934 19.432
H 9.663 18.458 19.514
C 13.652 11.261 15.826
O 14.383 10.271 15.264
C 15.709 10.538 14.884
C 16.194 9.156 14.336
C 15.603 8.792 13.039
N 16.046 8.165 15.388
H 13.904 11.422 16.877
H 12.612 11.013 15.730
H 13.696 12.208 15.223
H 15.774 11.417 14.204
H 16.345 10.785 15.787
H 17.306 9.259 14.166
H 14.583 8.448 12.987
H 16.154 7.870 12.745
H 15.677 9.575 12.297
H 15.143 8.207 15.858
H 16.806 8.316 16.030
C 15.445 16.101 21.727
O 15.845 17.116 20.836
C 16.112 18.319 21.553
C 16.528 19.442 20.575
C 17.038 20.657 21.406
N 15.329 19.758 19.790
H 14.824 16.501 22.513
H 16.345 15.651 22.025
H 14.863 15.395 21.144
H 15.195 18.678 22.088
H 16.976 18.160 22.212
H 17.385 19.101 19.982
H 16.387 20.760 22.293
H 16.958 21.538 20.812
H 18.079 20.387 21.769
H 14.881 18.886 19.578
H 15.698 20.035 18.837
C 14.053 16.382 15.582
O 15.276 15.785 15.881
C 16.002 16.547 16.793
C 17.332 15.887 17.180
C 17.132 14.435 17.630
N 17.895 16.739 18.236
H 13.447 16.540 16.481
H 13.601 15.746 14.810
H 14.225 17.380 15.134
H 16.317 17.519 16.347
H 15.400 16.753 17.711
H 18.047 15.838 16.315
H 17.978 14.055 18.227
H 16.933 13.836 16.759
H 16.236 14.402 18.274
H 17.468 16.424 19.084
H 18.890 16.563 18.310
*
```

Largest force on an atom: 4.51 eV/Å
Orbital gap: 0.3318 Eh
SMILES: CC1(C)CCCC(C)(C)N1O.CC1(C)CCCC(C)(C)N1O.CC1(C)CCCC(C)(C)N1O.CC1(C)CCCC(C)(C)N1O.COC[C@H](C)N.COC[C@H](C)N.COC[C@H](C)N.COC[C@H](C)N.COC[C@H](C)N

These are the Löwdin partial charges, in e, on atoms 1 to 99: -0.023, -0.559, -0.035, -0.161, -0.160, -0.139, -0.562, -0.004, -0.039, -0.071, -0.053, 0.069, 0.092, 0.079, 0.088, 0.089, 0.098, 0.117, 0.135, 0.090, 0.128, 0.118, 0.110, 0.072, 0.098, 0.075, 0.083, 0.117, 0.064, 0.080, -0.029, -0.540, -0.040, -0.127, -0.140, -0.108, -0.486, -0.021, -0.016, -0.064, -0.033, 0.090, 0.078, 0.070, 0.093, 0.087, 0.076, 0.074, 0.123, 0.073, 0.096, 0.109, 0.125, 0.077, 0.082, 0.058, 0.083, 0.045, 0.077, 0.095, -0.037, -0.464, -0.021, -0.140, -0.143, -0.126, -0.496, -0.023, -0.025, -0.044, -0.079, 0.038, 0.107, 0.081, 0.099, 0.031, 0.043, 0.111, 0.119, 0.101, 0.108, 0.102, 0.107, 0.077, 0.088, 0.065, 0.028, 0.103, 0.093, 0.095, -0.026, -0.517, -0.022, -0.142, -0.189, -0.154, -0.498, -0.009, -0.030

***

(2)
Entry from the Open Molecules 2025 dataset: a 16-piece molecular cluster, C56H134Cl10O27 overall at a distorted geometry (the ωB97M-V functional and the def2-TZVPD basis).

Structure (ORCA input):
```
! RIJCOSX wB97M-V def2-TZVPD def2/J DEFGRID3
* xyz 0 1
C 18.279 19.567 26.829
O 19.547 19.050 26.386
H 17.488 19.047 26.290
H 18.149 19.418 27.901
H 18.189 20.637 26.644
H 20.167 19.414 27.023
C 12.271 13.977 23.598
O 11.324 15.022 23.351
H 11.954 13.059 23.102
H 13.267 14.231 23.237
H 12.433 13.745 24.651
H 10.427 14.696 23.463
C 20.802 15.918 22.595
O 19.738 15.028 22.380
H 21.091 16.442 21.684
H 20.570 16.628 23.389
H 21.620 15.279 22.928
H 18.935 15.554 22.369
C 14.456 19.042 25.751
Cl 14.004 17.420 25.059
Cl 13.016 19.760 26.475
H 15.244 18.910 26.492
H 14.737 19.751 24.973
C 20.224 20.252 23.626
Cl 19.471 21.719 23.010
Cl 21.376 19.629 22.416
H 20.810 20.492 24.513
H 19.482 19.478 23.821
C 19.021 17.519 19.284
Cl 18.302 18.691 20.425
Cl 20.741 17.809 19.254
H 18.816 16.521 19.672
H 18.575 17.733 18.313
C 14.678 17.734 18.695
Cl 14.707 19.481 18.814
Cl 13.836 17.399 17.175
H 15.689 17.327 18.686
H 14.167 17.268 19.537
C 21.718 18.369 15.995
Cl 22.747 19.128 14.751
Cl 22.359 16.763 16.370
H 21.876 18.879 16.945
H 20.676 18.327 15.679
C 12.756 12.221 20.017
O 12.247 13.085 18.971
C 11.696 14.312 19.385
C 10.825 14.933 18.242
O 9.999 14.026 17.590
C 9.432 14.415 16.326
C 8.541 13.313 15.698
O 9.264 12.224 15.210
C 8.482 11.226 14.531
H 13.594 12.603 20.600
H 13.133 11.270 19.641
H 11.929 11.949 20.674
H 12.440 15.068 19.637
H 11.028 14.229 20.242
H 11.505 15.344 17.496
H 10.110 15.655 18.639
H 10.317 14.595 15.715
H 8.915 15.373 16.278
H 7.938 13.774 14.916
H 7.822 12.913 16.413
H 8.126 11.610 13.575
H 7.582 10.886 15.044
H 9.009 10.311 14.262
C 16.068 9.764 18.598
O 17.078 10.719 18.198
C 18.336 10.273 18.639
C 19.405 10.971 17.768
O 19.430 10.502 16.402
C 20.265 11.259 15.529
C 20.938 10.385 14.481
O 19.953 9.714 13.718
C 20.425 8.826 12.683
H 16.242 8.823 18.075
H 15.098 10.186 18.336
H 16.096 9.458 19.643
H 18.416 9.198 18.479
H 18.479 10.446 19.705
H 20.411 10.729 18.108
H 19.272 12.050 17.842
H 21.004 11.852 16.066
H 19.671 12.021 15.024
H 21.668 9.772 15.009
H 21.573 11.042 13.887
H 19.604 8.558 12.017
H 20.745 7.882 13.122
H 21.189 9.316 12.079
C 18.876 9.970 26.249
O 18.180 11.188 26.194
C 18.413 11.913 24.951
C 17.719 13.250 25.006
O 17.927 13.965 26.244
C 17.480 15.319 26.271
C 17.898 16.098 27.559
O 17.144 15.669 28.712
C 17.688 16.206 29.909
H 18.392 9.342 26.998
H 19.929 10.109 26.494
H 18.752 9.350 25.362
H 18.060 11.360 24.081
H 19.478 12.133 24.887
H 16.648 13.151 24.830
H 18.187 13.903 24.269
H 16.399 15.295 26.138
H 17.945 15.897 25.472
H 17.779 17.168 27.390
H 18.958 15.902 27.725
H 18.575 15.648 30.210
H 16.967 15.981 30.694
H 17.844 17.284 29.854
C 19.925 18.326 12.216
O 19.191 17.091 12.376
C 19.899 16.049 13.076
C 19.363 14.678 12.799
O 18.020 14.603 13.333
C 17.370 13.327 13.127
C 16.003 13.379 13.812
O 15.155 14.429 13.441
C 13.939 14.499 14.169
H 20.790 18.304 11.553
H 20.243 18.827 13.130
H 19.225 19.001 11.724
H 19.890 16.177 14.158
H 20.963 16.010 12.841
H 20.090 13.998 13.244
H 19.303 14.619 11.712
H 18.003 12.518 13.491
H 17.274 13.125 12.060
H 16.196 13.406 14.884
H 15.466 12.442 13.663
H 13.327 13.608 14.034
H 13.302 15.282 13.756
H 14.014 14.666 15.244
C 18.361 20.533 14.525
O 18.138 19.336 15.254
C 16.770 18.875 15.231
C 16.183 18.566 13.848
O 15.750 19.781 13.148
C 15.517 19.613 11.818
C 14.629 20.728 11.320
O 13.330 20.694 11.872
C 12.493 21.841 11.760
H 18.462 20.400 13.448
H 19.308 20.983 14.821
H 17.567 21.260 14.699
H 16.251 19.638 15.811
H 16.651 17.998 15.868
H 15.365 17.866 14.020
H 16.940 18.020 13.285
H 15.048 18.666 11.554
H 16.488 19.646 11.326
H 14.607 20.772 10.231
H 15.101 21.674 11.584
H 12.814 22.674 12.385
H 11.503 21.605 12.150
H 12.279 22.206 10.756
C 15.689 11.294 22.019
O 15.021 12.041 23.003
C 14.657 11.224 24.144
C 13.500 10.264 24.001
O 12.292 10.873 23.632
C 11.163 9.955 23.645
C 10.750 9.218 24.992
O 10.226 10.015 26.000
C 11.243 10.686 26.776
H 14.997 10.500 21.739
H 16.610 10.838 22.384
H 15.942 11.824 21.101
H 14.396 11.993 24.871
H 15.507 10.655 24.523
H 13.441 9.645 24.896
H 13.716 9.639 23.133
H 11.362 9.213 22.872
H 10.264 10.468 23.303
H 11.611 8.636 25.320
H 9.986 8.470 24.781
H 10.836 11.279 27.595
H 11.709 11.424 26.123
H 12.038 10.058 27.177
C 17.472 17.441 23.467
O 17.365 16.331 22.585
C 16.025 16.130 22.059
C 15.876 14.821 21.238
O 16.435 15.121 19.987
C 16.449 13.959 19.114
C 16.953 14.252 17.683
O 18.246 14.743 17.778
C 18.722 15.036 16.485
H 16.777 17.255 24.286
H 17.163 18.375 22.996
H 18.486 17.518 23.859
H 15.700 16.951 21.420
H 15.369 16.042 22.925
H 14.820 14.557 21.188
H 16.331 13.987 21.773
H 15.469 13.482 19.084
H 17.138 13.230 19.542
H 16.210 14.912 17.233
H 17.058 13.350 17.080
H 18.274 15.951 16.097
H 18.619 14.211 15.780
H 19.774 15.291 16.617
C 15.653 20.587 22.125
O 16.316 20.926 23.335
C 16.074 22.263 23.794
C 16.650 22.561 25.231
O 15.830 22.031 26.268
C 16.228 22.519 27.557
C 15.399 21.802 28.628
O 15.913 20.474 28.845
C 14.985 19.712 29.615
H 16.002 19.622 21.756
H 15.912 21.344 21.385
H 14.565 20.556 22.174
H 14.989 22.374 23.779
H 16.499 23.014 23.128
H 16.675 23.645 25.336
H 17.659 22.148 25.204
H 16.106 23.600 27.617
H 17.283 22.311 27.739
H 14.379 21.769 28.245
H 15.263 22.356 29.557
H 14.082 19.488 29.048
H 14.711 20.252 30.521
H 15.404 18.764 29.951
*
```

Largest force on an atom: 3.25 eV/Å
Orbital gap: 0.3570 Eh

These are the Löwdin partial charges, in e, on atoms 1 to 99: -0.129, -0.124, 0.068, 0.075, 0.058, 0.081, -0.151, -0.124, 0.058, 0.062, 0.071, 0.072, -0.169, -0.129, 0.029, 0.060, 0.081, 0.012, -0.953, 0.521, 0.555, 0.015, 0.006, -1.006, 0.572, 0.507, 0.021, -0.001, -0.958, 0.574, 0.572, 0.023, 0.027, -1.029, 0.549, 0.532, 0.010, 0.026, -1.018, 0.502, 0.490, -0.016, 0.015, -0.070, -0.165, -0.183, -0.195, -0.144, -0.149, -0.213, -0.173, -0.100, 0.056, 0.076, 0.085, 0.109, 0.115, 0.091, 0.129, 0.117, 0.120, 0.118, 0.123, 0.080, 0.081, 0.083, -0.080, -0.189, -0.206, -0.149, -0.126, -0.198, -0.216, -0.176, -0.081, 0.087, 0.085, 0.074, 0.120, 0.124, 0.125, 0.115, 0.126, 0.096, 0.124, 0.119, 0.082, 0.084, 0.083, -0.133, -0.179, -0.162, -0.161, -0.129, -0.161, -0.155, -0.181, -0.118, 0.084

***

Number 1: DFT total energy -92025.440 eV. Number 2: DFT total energy -240735.050 eV.